[1]
Molecular formula: C36H75BrN8O7P4S
Method: DFT, the ωB97M-V functional and the def2-TZVPD basis

Output
* net charge: 0
* largest force on an atom: 5.37 eV/A
* electronic energy: -182835.3668 eV
* highest occupied orbital energy: -7.38 eV
* lowest unoccupied orbital energy: 0.257 eV

Structure (XYZ):
```
132
Properties=species:S:1:pos:R:3:lowdin_charge:R:1
C -0.086 -0.403 -4.009 -0.14
H -3.041 3.314 -1.536 0.09
C 4.492 0.104 3.561 -0.46
H -7.960 3.876 -5.955 0.08
H 2.125 -0.022 -1.549 0.03
H -7.959 -1.680 -3.632 0.06
C -1.827 -2.803 4.160 -0.08
H 5.492 -3.226 0.994 0.09
C 4.535 -0.935 2.357 -0.53
C -2.573 1.436 -3.043 -0.12
H 8.066 -2.647 1.485 0.05
C -0.893 -3.467 3.388 -0.05
H 7.595 -3.773 0.235 0.05
H -2.239 0.561 -3.590 0.04
C 2.590 -2.606 1.630 -0.20
C -0.289 3.395 -4.604 -0.10
H -3.297 1.090 -2.298 0.07
C -2.273 -1.374 2.296 -0.10
C -8.887 -1.293 -4.044 -0.10
Br 8.392 -1.668 -0.799 0.63
H 4.651 2.203 4.010 0.08
H -10.478 1.570 -3.260 0.08
C 2.728 -1.548 3.819 -0.46
O -7.138 2.546 -3.717 -0.29
C 6.036 -2.314 0.747 -0.30
H -4.833 -0.590 -3.745 0.08
H -0.897 -0.981 -3.546 0.08
H -1.526 3.306 -0.639 0.07
H -0.160 1.472 1.825 0.07
O 4.620 -4.801 2.529 -0.12
H -1.985 -3.109 5.184 0.10
C -0.620 -3.104 2.078 -0.23
H 1.995 -1.257 -2.789 0.08
H 6.611 -1.561 2.668 0.05
H 4.262 -0.740 8.208 0.07
P 4.391 -3.613 3.598 0.51
H -9.015 3.863 -4.538 0.07
H 0.313 1.197 3.502 0.09
C 7.502 -2.740 0.559 -0.60
C 1.419 -0.561 -2.173 -0.14
H 6.362 -0.314 1.454 0.10
H -2.819 -0.540 1.873 0.10
H -3.227 -1.204 4.226 0.10
H 2.722 2.573 0.412 0.06
P 0.164 1.837 -2.323 0.66
N -8.777 1.972 -5.446 -0.32
H 7.012 1.807 4.061 0.07
N 0.674 0.351 -3.037 -0.31
N -9.040 0.134 -3.833 -0.31
H 0.519 -3.256 0.307 0.10
P 5.885 -0.149 4.793 1.06
N 0.606 2.729 -3.675 -0.31
O 2.321 2.422 4.353 0.08
H -10.977 0.522 -4.593 0.08
H -1.053 3.981 -4.100 0.07
C -6.181 -0.255 -5.789 -0.12
P -7.888 1.321 -4.120 0.65
O 1.700 -1.986 4.269 0.11
C 4.204 1.606 3.218 -0.08
C -1.339 -2.049 1.527 -0.04
H 1.632 -4.032 3.003 0.08
C 3.635 -2.189 2.706 -0.29
H 0.164 2.845 2.900 0.09
C -8.803 1.407 -6.777 -0.14
H -9.684 -1.831 -3.528 0.08
C 6.865 1.377 5.054 -0.40
N 1.878 1.789 2.190 -0.16
H 1.157 3.295 0.908 0.07
C 0.429 -3.809 1.247 -0.14
H -5.494 0.744 -2.809 0.06
S 3.764 -0.199 0.818 0.92
H -6.808 0.068 -6.613 0.04
H 1.824 -1.836 1.548 0.11
H -5.161 0.081 -6.011 0.08
H 6.555 3.481 5.599 0.07
C -10.427 0.555 -3.649 -0.12
H 3.059 -0.055 5.149 0.14
H 4.524 -1.657 6.016 0.06
C 2.720 1.964 3.299 -0.49
H -6.247 -0.856 -2.726 0.07
H -3.116 2.059 -3.769 0.09
C -1.957 3.321 -1.645 -0.12
H 2.035 1.829 -4.951 0.08
H 4.797 0.571 0.449 -0.08
H 6.540 -3.507 3.540 0.08
H 2.317 -4.757 1.495 0.10
H 0.078 -4.807 0.971 0.12
H 5.229 2.465 6.083 0.05
H -6.182 -1.355 -5.814 0.08
N -1.503 2.185 -2.429 -0.33
H 5.589 0.352 8.001 0.06
H 4.114 0.708 7.133 0.06
H 4.952 -5.551 3.043 0.10
H 2.653 2.313 -3.367 0.08
C 5.319 -0.973 6.326 -0.39
C 2.116 2.919 1.247 -0.07
H -9.657 1.803 -7.333 0.08
C 5.967 -1.253 1.849 -0.27
O 0.328 1.466 -0.887 -0.28
C 0.478 1.830 2.634 -0.07
H -8.942 -1.551 -5.107 0.08
H 3.080 -2.786 0.675 0.10
H 2.610 3.739 1.778 0.09
H 0.273 4.105 -5.213 0.08
H -8.940 0.323 -6.756 0.07
H -9.718 3.710 -6.139 0.08
C 1.806 -3.905 1.939 -0.18
H 2.335 3.538 -4.580 0.08
H -0.772 2.681 -5.278 0.08
C -2.515 -1.731 3.606 -0.10
C 6.314 2.486 5.980 -0.16
O 5.849 -3.279 4.175 -0.13
H 5.712 -1.915 -0.209 0.07
H -0.325 -4.286 3.814 0.12
H -7.899 1.651 -7.349 0.08
H 4.705 1.926 2.302 0.10
H 6.121 -1.604 6.703 0.07
H 6.744 2.434 6.980 0.06
H 0.762 -1.145 -1.514 0.08
H -0.498 0.239 -4.791 0.07
H -1.679 4.277 -2.111 0.07
H 7.849 1.084 5.418 0.07
O 3.569 -4.080 4.717 -0.23
H 0.567 -1.114 -4.523 0.08
N 3.235 -0.339 4.197 0.10
H -1.168 -1.753 0.499 0.10
C 1.973 2.592 -4.170 -0.12
C -8.862 3.428 -5.521 -0.14
C 4.752 -0.108 7.468 -0.14
C -5.762 -0.135 -3.401 -0.13
H -10.935 -0.089 -2.927 0.08
N -6.628 0.232 -4.507 -0.33
```

---

[2]
Molecular formula: C36H77BrNO7S4
Method: DFT, the ωB97M-V functional and the def2-TZVPD basis

Output
* net charge: +1
* largest force on an atom: 0.42 eV/A
* electronic energy: -167779.0409 eV
* ΔE to the lowest compared entry with this formula, charge and spin: 0.0 kJ/mol
* highest occupied orbital energy: -9.68 eV
* lowest unoccupied orbital energy: -2.108 eV

Structure (XYZ):
```
126
Properties=species:S:1:pos:R:3:lowdin_charge:R:1
C -2.791 0.422 5.742 -0.11
C -2.461 7.783 -7.323 -0.25
C -0.694 4.709 -3.644 -0.46
O -0.013 7.757 -6.354 -0.58
S -0.619 -4.835 7.411 0.80
H -0.573 -4.474 -0.402 0.08
C -2.132 -3.855 0.994 -0.20
S -0.714 7.975 -7.664 0.85
O 1.383 -5.334 -1.908 -0.56
H 0.177 5.398 -5.455 0.15
H 1.389 -8.230 0.164 0.05
H 4.603 3.212 -2.532 0.11
H 1.482 3.409 -4.343 0.11
H 0.380 -2.083 -0.616 0.10
H -2.699 -0.334 2.858 0.09
C -1.094 -3.740 8.743 -0.26
H 2.895 2.863 -2.542 0.10
H 0.737 -7.491 9.512 0.05
C -1.793 -2.298 3.000 -0.20
H -2.633 6.736 -7.077 0.04
Br 0.727 6.715 -1.607 0.91
H -2.857 -1.171 7.159 0.09
H 0.551 -6.749 13.238 0.05
H -0.974 -1.875 2.407 0.10
C 2.477 6.648 -4.610 -0.08
H 2.143 -8.794 -2.270 0.05
H -2.841 -3.122 0.594 0.10
H 4.314 4.549 -4.408 0.11
C -0.670 -2.360 -0.511 -0.20
H -2.547 -4.834 0.747 0.11
S 1.776 -6.269 11.280 0.82
H 1.354 -1.886 -2.393 0.10
H 1.199 -8.237 12.504 0.06
C 3.799 2.816 -3.154 -0.18
H 3.386 -0.611 -2.798 0.11
H 2.807 0.727 -1.834 0.11
H 4.103 1.171 -4.533 0.11
H -2.065 -4.071 9.107 0.06
H -4.780 -2.375 3.601 0.11
H 1.777 1.187 -4.469 0.10
H 1.364 -4.500 6.166 0.05
H 1.803 4.562 -2.089 0.10
H -0.014 -7.354 -0.538 0.06
C -3.613 -2.017 5.344 -0.21
H -4.500 -2.162 5.968 0.11
H -1.432 -2.335 4.028 0.09
H -3.132 -2.994 5.269 0.07
H -1.334 9.967 -8.809 0.06
C 4.079 1.326 -3.449 -0.19
C 0.252 5.628 -4.393 -0.09
C 1.982 5.537 -2.521 -0.56
H 3.869 3.125 -5.286 0.12
C 1.695 0.433 -3.676 -0.20
H 2.311 -7.556 -3.539 0.05
H -2.297 1.033 6.498 0.07
C 0.998 -7.260 -0.144 -0.27
C -2.661 -1.061 6.088 -0.26
H 0.700 -7.895 -2.849 0.06
H 2.227 -8.302 10.107 0.05
H 5.064 1.044 -3.079 0.11
H 2.036 4.355 -5.719 0.14
H 2.931 6.311 -5.538 0.14
O 0.979 -5.067 10.905 -0.57
C 1.768 -7.840 -2.640 -0.27
H -4.703 -0.690 4.039 0.10
O -2.719 4.494 -5.343 0.15
C -2.956 4.895 -4.244 -0.46
C -0.715 -1.563 -2.964 -0.21
H 3.287 8.095 -3.219 0.12
O -1.914 5.309 -3.412 0.07
H -1.296 -1.680 -3.885 0.11
O -1.552 -4.585 6.278 -0.56
H 0.302 10.054 -8.113 0.05
H -3.835 0.732 5.685 0.07
H 3.497 6.595 -1.438 0.11
C -4.290 5.086 -3.603 0.04
H 4.518 7.099 -3.974 0.12
C -2.055 -3.728 2.516 -0.20
H 1.774 7.433 -4.876 0.11
H -3.474 -1.566 1.907 0.10
C 3.384 6.102 -2.399 -0.19
H 0.662 -0.781 -5.142 0.11
C 2.188 4.171 -4.657 -0.08
H 2.345 -6.862 9.067 0.05
H -1.229 -4.356 2.864 0.11
H -1.298 -3.496 -2.243 0.11
C 1.353 -0.920 -4.306 -0.21
H -0.058 6.657 -4.281 0.09
H 0.780 -2.909 -3.690 0.12
C 3.005 0.410 -2.862 -0.20
H -5.035 4.536 -4.169 0.10
H -2.316 0.659 4.789 0.06
C -3.012 -1.380 2.883 -0.20
H -2.968 -4.118 2.974 0.11
C -0.725 9.744 -7.933 -0.26
O -0.465 3.595 -3.295 0.19
C 0.738 -1.890 -3.297 -0.21
H 0.700 -2.955 6.766 0.05
H 0.866 0.751 -3.041 0.10
H -0.354 -3.820 9.539 0.02
C 3.616 3.710 -4.400 -0.15
H 1.006 -6.573 0.700 0.05
C -4.098 -1.597 3.954 -0.21
H -2.731 8.421 -6.481 0.06
C -0.775 -3.657 0.297 -0.21
H -1.158 -1.553 0.046 0.11
C 0.709 -7.284 12.304 -0.27
H -1.119 10.239 -7.047 0.06
C 0.918 -3.992 7.020 -0.26
H -0.242 -7.433 11.792 0.06
N 1.701 5.484 -4.014 -0.19
H -4.544 6.147 -3.620 0.10
S 2.062 -6.563 -1.412 0.81
C -1.333 -2.460 -1.892 -0.20
H -3.029 8.052 -8.213 0.06
H -2.389 -2.190 -1.796 0.11
C 1.764 -7.350 9.847 -0.27
H 0.032 -3.680 1.036 0.11
H 4.117 5.302 -2.441 0.09
H 2.270 -1.354 -4.715 0.11
H -0.827 -0.513 -2.666 0.10
H 1.581 -4.050 7.883 0.05
C 3.511 7.089 -3.567 -0.12
H -4.263 4.765 -2.565 0.10
H -1.167 -2.722 8.358 0.05
H -1.625 -1.381 5.953 0.08
```

---

[3]
Molecular formula: C36H77F2N5O6
Method: DFT, the ωB97M-V functional and the def2-TZVPD basis

Output
* net charge: 0
* largest force on an atom: 1.05 eV/A
* electronic energy: -63750.7702 eV
* highest occupied orbital energy: -7.97 eV
* lowest unoccupied orbital energy: 0.462 eV

Structure (XYZ):
```
126
Properties=species:S:1:pos:R:3:lowdin_charge:R:1
H 0.696 -5.842 -2.530 0.11
C -0.799 0.283 -4.482 -0.20
H 3.016 0.866 2.012 0.03
H 3.522 2.419 3.101 0.05
H 2.564 -4.286 -4.241 0.12
H 1.145 3.972 4.242 0.10
C -0.421 2.636 2.339 -0.24
H 6.426 -1.553 -4.342 0.06
C 2.518 -1.352 -0.369 -0.42
H -1.256 -4.386 -1.329 0.05
H 1.693 4.058 2.577 0.12
H 1.693 0.508 0.327 0.12
C 2.752 -6.648 0.325 -0.50
H -0.064 1.081 -4.341 0.12
H -7.441 8.129 0.229 0.07
C -3.258 6.798 0.519 -0.08
H -2.007 2.791 3.840 0.07
H 1.665 0.740 4.135 0.10
C -2.923 1.196 -3.356 -0.16
F 1.153 -1.581 -0.485 0.05
H 4.397 0.662 1.148 0.07
C 1.614 3.387 3.436 -0.27
C -3.957 6.355 1.813 -0.24
H -4.204 -1.889 -1.619 0.09
H 0.823 -0.713 -2.805 0.10
H -4.699 3.248 2.230 0.08
H 1.685 -3.401 -5.483 0.11
H -3.609 7.768 0.171 0.05
C 1.381 -2.207 2.241 -0.15
H 2.847 -0.596 -2.330 0.14
C -0.035 -1.027 -4.720 -0.18
H -1.044 4.263 3.664 0.07
C 5.337 -0.706 -2.804 -0.26
H 4.053 -4.666 4.098 0.12
C -5.496 4.704 0.841 -0.26
O -4.630 0.873 -1.170 0.10
H 5.622 0.249 -2.359 0.11
C -4.592 3.529 1.181 -0.08
H -6.495 6.897 -0.596 0.07
H 0.764 -0.842 -5.441 0.11
O 3.133 -2.299 0.446 -0.02
H -6.223 7.583 2.387 0.11
N -1.147 -4.864 -2.212 0.01
H -5.358 4.957 -0.222 0.10
H -0.733 -1.742 -5.159 0.11
C -5.021 -1.314 -2.055 0.02
C 3.128 -1.500 -1.777 -0.27
N 3.492 0.267 1.351 0.05
H -2.893 1.795 -4.263 0.12
H -0.966 1.652 5.379 0.06
N -5.313 5.849 1.717 -0.20
H 1.091 -3.983 0.056 0.10
H -1.473 -5.811 -2.090 0.06
H 3.607 3.897 4.060 0.08
H 7.355 -0.767 -3.251 0.06
H 5.013 -1.271 -0.761 0.11
H -0.879 1.729 1.934 0.11
H -2.901 1.886 -2.514 0.11
H 3.782 -2.563 3.032 0.13
C 3.545 -3.436 2.424 -0.10
H -5.257 -1.715 -3.035 0.09
H -5.701 8.316 0.099 0.05
C 1.875 -2.340 -3.651 -0.33
H -0.129 3.232 1.469 0.11
H -0.483 -3.882 -4.406 0.09
H 0.414 -5.334 -4.728 0.11
C 1.814 -4.289 0.808 -0.10
H -4.859 2.671 0.564 0.06
N 0.803 2.253 3.024 -0.20
H -0.329 -3.499 2.633 0.08
C 2.690 0.115 0.139 -0.14
C 4.651 -1.583 -1.740 -0.10
H 3.167 0.669 -0.671 0.11
H 0.813 -4.146 -2.023 0.07
H -3.399 6.075 -0.286 0.07
C -6.495 7.585 0.250 -0.09
C 3.305 -4.638 3.304 -0.17
C 0.116 1.525 5.389 -0.07
C 2.414 -3.045 1.454 -0.40
H 1.616 -7.499 1.608 0.12
H -3.540 3.750 0.989 0.05
H 4.637 -0.472 -3.609 0.10
H -2.220 3.818 2.435 0.02
H 2.509 -1.690 -4.272 0.14
C 0.579 -1.575 -3.429 -0.16
H -3.960 7.184 2.525 0.12
H 3.381 -5.580 2.759 0.11
C -4.606 0.122 -2.119 -0.53
H -1.200 0.406 -2.363 0.12
C 0.411 -4.431 -4.112 -0.19
H -1.364 0.540 -5.380 0.11
H 1.597 -2.283 3.306 0.11
O -4.188 0.517 -3.349 -0.02
O 3.651 -7.422 0.101 0.11
H 1.244 -4.865 1.532 0.11
C -0.102 -2.578 2.098 -0.08
N 6.539 -1.347 -3.362 0.00
C -1.746 0.214 -3.285 -0.16
C 2.863 -5.167 0.104 -0.07
H -6.535 4.381 0.946 0.12
H -2.184 6.888 0.694 0.07
H 1.477 -1.157 1.991 0.08
H 3.016 2.415 4.796 0.07
C 1.694 -3.654 -4.421 -0.12
C 0.675 1.186 4.002 -0.25
O 1.517 -7.094 0.738 0.07
C -1.477 3.419 3.126 -0.07
H 0.563 2.431 5.800 0.07
F 2.050 -4.608 3.923 -0.05
H -5.875 -1.399 -1.387 0.09
H -0.717 -1.773 2.498 0.07
H 3.885 -4.873 0.323 0.12
H -0.393 -2.710 1.059 0.06
H -7.307 6.350 1.803 0.11
H -2.164 -0.793 -3.228 0.12
H -3.344 5.581 2.283 0.08
C 3.018 2.998 3.875 -0.08
C 0.264 -4.846 -2.643 -0.27
H 2.756 -5.043 -0.973 0.12
H 0.071 0.394 3.551 0.10
H -0.137 -2.166 -2.861 0.11
H 4.969 -2.608 -1.910 0.12
H 0.337 0.709 6.080 0.07
H 4.449 -3.651 1.850 0.13
O 2.562 -2.621 -2.427 -0.07
C -6.356 6.848 1.588 -0.25
```